# 1
C5H9NO | the ωB97M-V functional and the def2-TZVPD basis

## Properties
ΔE to the lowest compared entry with this formula, charge and spin = 23.6 kcal per mole
molecular weight = 99.13 g mol⁻¹
SMILES = CC(C)(C#N)CO
orbital gap = 11.42 eV
maximum force = 1.094 eV/Å

Geometry (Å):
H1 2.60 -0.96 -0.19
H2 -2.12 -0.83 0.37
H3 -1.33 0.16 -1.83
O1 1.75 -1.08 0.24
C1 -0.30 0.11 -1.47
C2 -0.78 1.56 0.45
H4 0.27 0.90 -1.96
C3 -1.08 -0.86 0.73
H5 1.78 0.99 0.06
C4 1.22 0.19 0.54
H6 0.12 -0.86 -1.75
H7 1.25 0.36 1.63
N1 -1.19 2.60 0.76
H8 -1.09 -0.74 1.82
C5 -0.25 0.24 0.06
H9 -0.65 -1.83 0.49

***

# 2
C5H9NO | the ωB97M-V functional and the def2-TZVPD basis

## Properties
ΔE to the lowest compared entry with this formula, charge and spin = 100.7 kcal per mole
molecular weight = 99.13 g mol⁻¹
SMILES = C[C@@H]1CN1.C=C=O
orbital gap = 10.22 eV
maximum force = 2.929 eV/Å

Geometry (Å):
C1 2.49 -0.03 0.11
H1 -0.82 0.52 1.76
H2 3.26 -0.92 0.41
H3 -1.76 1.75 -1.49
O1 1.21 -2.09 0.51
C2 1.79 -1.12 0.24
N1 -1.27 1.53 -0.63
C3 -1.41 -0.21 1.20
H4 0.10 0.35 -1.92
C4 -1.37 0.12 -0.27
H5 -2.44 -0.19 1.58
H6 2.66 0.52 -0.81
H7 0.69 0.86 -0.25
C5 -0.14 0.64 -0.90
H8 -2.00 -0.51 -0.91
H9 -1.00 -1.21 1.38

***

# 3
C5H9NO | the ωB97M-V functional and the def2-TZVPD basis

## Properties
ΔE to the lowest compared entry with this formula, charge and spin = 52.4 kcal per mole
molecular weight = 99.13 g mol⁻¹
SMILES = C/C=C(O)/N=C/C
orbital gap = 8.77 eV
maximum force = 3.153 eV/Å

Geometry (Å):
O1 2.01 0.75 0.71
C1 1.64 -2.11 0.15
H1 -3.20 0.73 -0.43
H2 1.89 1.71 0.76
N1 0.02 1.23 -0.38
C2 0.74 -1.00 -0.29
C3 -2.40 1.48 -0.36
C4 0.96 0.33 -0.04
H3 -2.27 1.95 -1.34
H4 0.06 -1.25 -1.10
H5 1.05 -3.00 0.38
H6 2.35 -2.37 -0.64
H7 2.22 -1.85 1.04
H8 -1.22 0.30 1.07
H9 -2.70 2.25 0.35
C5 -1.14 0.83 0.11

***

# 4
C5H9NO | the ωB97M-V functional and the def2-TZVPD basis

## Properties
ΔE to the lowest compared entry with this formula, charge and spin = 96.9 kcal per mole
molecular weight = 99.13 g mol⁻¹
orbital gap = 7.00 eV
maximum force = 3.509 eV/Å

Geometry (Å):
C1 1.51 0.72 0.28
H1 -0.85 -0.58 -2.82
O1 0.38 -1.10 -0.45
H2 1.87 -1.35 0.99
H3 0.34 2.02 -0.91
H4 -2.14 -0.61 -1.62
N1 0.53 1.08 -0.60
H5 0.35 -0.58 2.84
C2 -0.27 0.03 -0.86
C3 1.14 -0.62 0.65
H6 1.95 1.45 0.93
H7 -1.58 0.94 -2.26
H8 -0.76 0.46 1.94
C4 -0.24 -0.50 1.93
C5 -1.27 -0.05 -1.95
H9 -0.97 -1.31 1.92

***

# 5
C5H9NO | the ωB97M-V functional and the def2-TZVPD basis

## Properties
ΔE to the lowest compared entry with this formula, charge and spin = 90.0 kcal per mole
molecular weight = 99.13 g mol⁻¹
orbital gap = 9.33 eV
maximum force = 1.342 eV/Å

Geometry (Å):
H1 1.23 1.19 0.71
C1 0.47 -1.88 0.10
C2 -1.31 -1.61 2.13
H2 -1.99 -0.62 0.41
O1 1.82 -0.47 -1.03
C3 -0.33 1.77 -0.65
H3 -0.34 0.67 1.22
H4 -0.39 2.77 -0.18
C4 0.73 -0.59 -0.20
H5 1.31 -2.54 -0.01
C5 0.28 0.77 0.33
H6 0.27 1.87 -1.56
H7 -1.34 1.48 -0.95
N1 -1.95 -1.01 1.34
H8 2.13 0.44 -1.04
H9 -0.46 -2.37 0.29

***

# 6
C5H9NO | the ωB97M-V functional and the def2-TZVPD basis

## Properties
ΔE to the lowest compared entry with this formula, charge and spin = 25.8 kcal per mole
molecular weight = 99.13 g mol⁻¹
SMILES = [H]/N=C1/CCCCO1
orbital gap = 10.82 eV
maximum force = 0.695 eV/Å

Geometry (Å):
H1 -1.19 2.16 0.17
N1 2.28 0.46 -1.08
C1 1.34 0.30 -0.25
H2 -1.09 -1.68 0.92
H3 -1.06 1.06 1.54
H4 1.55 -1.83 0.20
H5 -1.00 0.30 -1.41
C2 -0.60 -1.25 0.03
H6 2.42 1.46 -1.26
C3 -0.77 1.21 0.49
H7 0.92 -0.66 1.42
H8 -2.36 -0.01 -0.33
C4 0.88 -0.98 0.37
O1 0.66 1.36 0.34
C5 -1.27 0.06 -0.38
H9 -0.70 -1.99 -0.78

***

# 7
C5H9NO | the ωB97M-V functional and the def2-TZVPD basis

## Properties
ΔE to the lowest compared entry with this formula, charge and spin = 25.7 kcal per mole
molecular weight = 99.13 g mol⁻¹
SMILES = CC(C)(C#N)CO
orbital gap = 11.53 eV
maximum force = 1.106 eV/Å

Geometry (Å):
H1 -2.42 1.18 1.04
C1 -0.29 -1.12 -1.06
C2 0.90 1.05 -0.56
H2 1.44 0.80 -1.48
N1 2.38 -1.25 1.29
C3 -0.80 0.10 1.08
H3 -0.90 -0.48 -1.71
C4 1.42 -0.88 0.76
H4 -0.94 -1.91 -0.66
H5 1.60 1.54 0.12
O1 -1.75 0.91 0.41
H6 -0.37 0.61 1.96
H7 -1.27 -0.84 1.43
C5 0.30 -0.23 0.06
H8 0.08 1.74 -0.79
H9 0.50 -1.58 -1.66

***

# 8
C5H9NO | the ωB97M-V functional and the def2-TZVPD basis

## Properties
ΔE to the lowest compared entry with this formula, charge and spin = 66.3 kcal per mole
molecular weight = 99.13 g mol⁻¹
SMILES = O=C[C@@H]1CCCN1
orbital gap = 9.91 eV
maximum force = 3.853 eV/Å

Geometry (Å):
H1 1.10 0.83 -1.51
H2 -1.42 0.57 -1.92
H3 1.90 0.27 0.30
H4 1.04 -0.75 -2.24
H5 1.63 -1.54 0.29
C1 1.14 -0.48 0.02
C2 -0.06 -0.32 1.08
H6 -1.06 1.47 2.24
N1 -1.24 0.08 0.14
O1 0.94 1.84 1.96
C3 -0.03 1.10 1.79
H7 -0.02 -1.27 1.71
C4 0.60 -0.17 -1.39
C5 -0.93 -0.12 -1.31
H8 -2.21 -0.38 0.38
H9 -1.38 -1.13 -1.54